[1]
ORCA calculation (the ωB97M-V functional and the def2-TZVPD basis) on an isolated molecule of C3H4O3.

Its gap between HOMO and LUMO is 10.13 eV. Its energy is -342.4136 hartree. The calculation puts the largest force on an atom at 0.0121 hartree/bohr.

Structure (XYZ):
```
10
C3H4O3 | the OMol25 dataset | the ωB97M-V functional and the def2-TZVPD basis
C 1.2926 -0.3925 -1.0644
O 0.7656 -0.0304 0.2160
C -0.5476 0.1508 0.2541
O -1.3067 0.0691 -0.6816
C -1.0498 0.4718 1.6625
O -0.3773 0.3515 2.6506
H 2.3726 -0.4428 -0.9321
H 0.8960 -1.3640 -1.3693
H 1.0271 0.3559 -1.8149
H -2.1059 0.7994 1.6757
```

Löwdin population analysis, charges in e, atoms 1 to 2: number 1, C, carries -0.032; number 2, O, carries -0.016


[2]
ORCA calculation (the ωB97M-V functional and the def2-TZVPD basis) on the ion C3H8NS with charge -1 in a non-equilibrium geometry.

Its gap between HOMO and LUMO is 6.07 eV. Its energy is -572.0014 hartree. The calculation puts the largest force on an atom at 0.0831 hartree/bohr. As for the total charge: -1.

Structure (XYZ):
```
13
C3H8NS | the OMol25 dataset | the ωB97M-V functional and the def2-TZVPD basis
C -1.8284 2.1752 -0.6032
N -1.4519 0.6931 -0.4436
C -0.2530 0.6164 0.5122
C 1.0244 -0.1330 -0.1796
S 1.3334 -1.8863 0.4113
H -2.4408 2.4212 0.3393
H -0.8200 2.5908 -0.5579
H -2.4725 2.2747 -1.5557
H -1.0840 0.4222 -1.3366
H -0.6490 -0.1085 1.2635
H 0.0533 1.6483 1.0285
H 0.7148 -0.3628 -1.1331
H 1.8689 0.4911 0.0997
```

Löwdin population analysis, charges in e, atoms 1 to 2: number 1, C, carries -0.160; number 2, N, carries -0.165


[3]
ORCA calculation (the ωB97M-V functional and the def2-TZVPD basis) on a structure of composition C12H22As2F12K3N6O8 in a non-equilibrium geometry.

Its gap between HOMO and LUMO is 6.59 eV. Its energy is -8870.4983 hartree. The calculation puts the largest force on an atom at 0.0566 hartree/bohr. As for the total charge: +1.

Structure (XYZ):
```
65
C12H22As2F12K3N6O8 | the OMol25 dataset | the ωB97M-V functional and the def2-TZVPD basis
K 0.6863 -8.4268 0.4740
K -1.0762 -11.9066 -2.6373
K 2.6771 -13.3959 -0.0754
As 4.0502 -9.9371 0.8485
F 3.2596 -10.5620 2.2782
F 4.6961 -11.5310 0.4562
F 4.9175 -9.2692 -0.5014
F 3.3745 -8.3444 1.1315
F 5.4488 -9.6049 1.8247
F 2.7223 -10.3188 -0.2847
As -0.6562 -12.6523 1.2726
F -0.8750 -11.8624 2.7897
F -1.8562 -11.6562 0.4868
F -0.3578 -13.4405 -0.2969
F 0.6717 -13.6233 1.9499
F -1.8179 -13.8613 1.7079
F 0.5403 -11.3929 0.8727
C -1.4720 -16.9327 1.8356
N -2.7451 -16.9375 1.0705
O -2.6551 -16.8756 -0.1581
O -3.7968 -16.9433 1.6733
H -0.7371 -16.4523 1.1947
H -1.1217 -17.9612 1.8916
H -1.5858 -16.3839 2.7597
C 1.8822 -14.1776 5.4128
N 1.6000 -15.3517 4.5151
O 2.5034 -16.1143 4.2728
O 0.4441 -15.4745 4.1804
H 2.9258 -14.1593 5.7039
H 1.2500 -14.3486 6.2793
H 1.5905 -13.2818 4.8743
C -4.8815 -11.9612 1.0467
N -4.8158 -10.8767 -0.0085
O -4.6282 -11.2426 -1.1598
O -4.9778 -9.7330 0.3482
H -4.2299 -11.6225 1.8454
H -4.4150 -12.8210 0.5784
H -5.8989 -12.1733 1.3503
C -2.6061 -9.4897 4.1490
N -2.7366 -8.4921 3.0767
O -1.9453 -8.6346 2.1502
O -3.6997 -7.7696 3.0582
H -3.3095 -9.1990 4.9264
H -1.6073 -9.4351 4.5730
H -2.8483 -10.4714 3.7616
N -2.5615 -14.7027 -2.0629
C -3.6079 -14.0934 -2.6863
C -3.3069 -13.9025 -4.0219
C -2.0552 -14.5208 -4.2202
C -1.5578 -14.9136 -2.9880
H -2.5348 -15.0848 -1.1288
H -4.5216 -13.9569 -2.1313
H -3.9224 -13.4045 -4.7508
H -1.5061 -14.6886 -5.1345
H -0.6992 -15.4869 -2.6794
N -5.8064 -12.8309 5.4088
C -5.5716 -14.1891 5.4761
C -4.2928 -14.4451 5.0476
C -3.7864 -13.2304 4.5583
C -4.6655 -12.2432 4.9095
H -6.6092 -12.3226 5.7221
H -6.2919 -14.8934 5.8579
H -3.7558 -15.3781 5.0176
H -2.8562 -12.9031 4.1150
H -4.6296 -11.1698 4.8377
```

Löwdin population analysis, charges in e, atoms 1 to 2: number 1, K, carries 0.906; number 2, K, carries 0.868


[4]
ORCA calculation (the ωB97M-V functional and the def2-TZVPD basis) on a cluster of 2 separate species, C3H11NO in total in a non-equilibrium geometry.

Its gap between HOMO and LUMO (alpha / beta) is 9.78 / 4.53 eV. Its energy is -250.5203 hartree. The calculation puts the largest force on an atom at 0.0231 hartree/bohr. The multiplicity is 2. As for the total charge: +1.

Structure (XYZ):
```
16
C3H11NO | the OMol25 dataset | the ωB97M-V functional and the def2-TZVPD basis
C 1.8923 2.0615 -2.8722
C 1.4723 0.5986 -2.7455
H 1.6899 2.6145 -1.9623
H 1.3558 2.5673 -3.6772
H 2.9463 2.1683 -3.0725
H 2.1537 -0.0126 -2.1612
H 0.4585 0.5660 -2.3421
H 1.3489 0.1747 -3.7476
N -1.0088 -0.6719 3.1898
C -2.0769 -1.5762 2.9673
O -2.7311 -1.5853 1.7705
H -0.7590 -0.4063 4.1453
H -0.1841 -0.7166 2.5929
H -1.6221 -2.5982 3.1217
H -2.8149 -1.4641 3.7669
H -2.1208 -1.7197 1.0262
```

Löwdin population analysis, charges in e, atoms 1 to 2: number 1, C, carries -0.172; number 2, C, carries -0.177


[5]
ORCA calculation (the ωB97M-V functional and the def2-TZVPD basis) on a cluster of 2 separate species, C4H10N2O2 in total in a non-equilibrium geometry.

Its gap between HOMO and LUMO is 10.55 eV. Its energy is -418.4464 hartree. The calculation puts the largest force on an atom at 0.0278 hartree/bohr.

Structure (XYZ):
```
18
C4H10N2O2 | the OMol25 dataset | the ωB97M-V functional and the def2-TZVPD basis
C -1.1841 1.4459 0.3696
C -0.0436 1.7115 1.3422
O 0.9755 1.0512 1.3597
N -0.2498 2.7299 2.2250
H 0.5136 3.0435 2.8008
H -1.0530 3.3255 2.1435
H -1.8809 2.2778 0.4100
H -1.5163 0.4292 0.5587
H -0.7387 1.3949 -0.6242
C 1.4813 -1.3558 -0.9497
C 0.0867 -1.6218 -1.4576
O -0.6553 -0.7911 -1.9472
N -0.2800 -2.9430 -1.3796
H 1.4415 -1.3117 0.1325
H 1.8730 -0.4201 -1.3482
H -1.2437 -3.2139 -1.4681
H 0.3325 -3.5831 -0.8987
H 2.1413 -2.1688 -1.2686
```

Löwdin population analysis, charges in e, atoms 1 to 2: number 1, C, carries -0.002; number 2, C, carries -0.591


[6]
ORCA calculation (the ωB97M-V functional and the def2-TZVPD basis) on a cluster of 4 separate species, C20H47FNO17P5S in total in a non-equilibrium geometry.

Its gap between HOMO and LUMO is 7.17 eV. Its energy is -4328.9313 hartree. The calculation puts the largest force on an atom at 0.1605 hartree/bohr.

Structure (XYZ):
```
92
C20H47FNO17P5S | the OMol25 dataset | the ωB97M-V functional and the def2-TZVPD basis
C -0.1601 0.3800 -4.6455
C -0.2804 -1.1282 -4.4449
N 0.4801 -1.6980 -3.3116
P 0.3884 -0.9195 -1.8014
F 0.1889 0.6123 -1.5089
C 0.6082 -2.0108 -0.3037
C 1.0653 -1.2600 0.9311
C 0.2630 -0.4032 1.6577
C 0.7279 0.2323 2.7999
C 2.0265 0.0303 3.2412
C 2.8626 -0.8212 2.5094
C 4.2923 -1.0056 2.9705
C 2.3697 -1.4560 1.3835
P 2.6386 -0.4537 -1.8543
O 2.9638 0.5961 -0.8954
O 3.5527 -1.7988 -1.6611
O 3.0731 0.1347 -3.3218
S -1.8266 -1.1315 -1.6705
C -2.3889 -2.7521 -2.2301
O -2.5530 -0.1620 -2.4793
O -2.3205 -0.9789 -0.3094
H 0.8631 0.7525 -4.7298
H -0.6801 0.9910 -3.9064
H -0.6413 0.6024 -5.6052
H 0.1119 -1.5977 -5.3532
H -1.3377 -1.3957 -4.4429
H 1.4297 -1.9113 -3.5704
H -0.3094 -2.5673 -0.0858
H 1.3580 -2.7826 -0.5020
H -0.7691 -0.2300 1.3698
H 0.0589 0.8826 3.3510
H 2.3735 0.5385 4.1333
H 4.5438 -0.1743 3.6356
H 4.4650 -1.9253 3.5310
H 4.9738 -0.9012 2.1226
H 3.0494 -2.1100 0.8448
H 3.0703 -2.5688 -1.9911
H 3.2837 -0.5868 -3.9287
H -3.0879 -3.1095 -1.4716
H -1.5852 -3.4880 -2.2910
H -2.9502 -2.6790 -3.1592
C -6.8058 -2.9679 1.8785
O -6.3610 -4.2239 1.3579
P -5.4788 -5.1741 2.3689
O -6.3718 -5.3244 3.5456
O -4.3112 -4.0665 2.5999
C -3.5620 -3.6074 1.4715
O -4.3927 -6.3936 2.6067
C -4.9122 -7.7359 2.6263
H -7.8909 -2.9380 1.8010
H -6.5120 -2.8147 2.9128
H -6.3796 -2.1724 1.2655
H -3.5092 -2.5211 1.5020
H -4.0305 -3.9061 0.5305
H -2.5502 -4.0142 1.5174
H -5.6663 -7.8842 1.8558
H -5.3408 -7.9453 3.6047
H -4.0837 -8.4180 2.4469
C -3.5249 5.5059 -8.9409
O -3.6118 4.2575 -8.2522
P -3.0880 4.2344 -6.6917
O -3.8990 5.3037 -6.0574
O -1.5772 4.7231 -7.0590
C -0.7820 3.9117 -7.9237
O -2.5204 3.4075 -5.3875
C -3.4977 2.7879 -4.5236
H -4.5231 5.7702 -9.2849
H -3.1344 6.3039 -8.3158
H -2.8702 5.3771 -9.8045
H -0.3298 4.5525 -8.6798
H -1.3747 3.1459 -8.4284
H 0.0077 3.4316 -7.3445
H -4.2938 2.3263 -5.1045
H -3.9166 3.5310 -3.8480
H -2.9963 2.0203 -3.9370
C 6.5539 1.6372 8.9924
O 6.3457 2.9908 8.5913
P 5.3942 3.2441 7.2463
O 4.2081 2.4877 7.7750
O 6.3139 2.3261 6.2679
C 7.6246 2.7860 5.9203
O 4.5809 3.9009 5.9480
C 3.4891 4.7881 6.2389
H 6.2077 1.5364 10.0196
H 6.0287 0.9261 8.3622
H 7.6244 1.4257 8.9523
H 8.3244 1.9623 6.0529
H 7.9471 3.6189 6.5483
H 7.6338 3.0984 4.8762
H 3.7257 5.4555 7.0651
H 2.6024 4.2048 6.4803
H 3.2944 5.3820 5.3482
```

Löwdin population analysis, charges in e, atoms 1 to 2: number 1, C, carries -0.094; number 2, C, carries -0.290